No. 1
{
  "formula": "CH6Si2",
  "method": "the ωB97M-V functional and the def2-TZVPD basis",
  "elements": ["H", "C", "H", "H", "Si", "H", "H", "Si", "H"],
  "xyz": [[1.13478, -1.70363, 1.08990], [-0.16061, -0.16057, -0.91674], [-1.76005, 1.67522, -0.29851], [-0.16576, -0.92037, -1.73837], [-1.97336, 0.26446, -0.23578], [2.06212, 0.11549, 0.79526], [0.11721, 0.71112, -1.35098], [0.72677, -0.33655, 0.69827], [0.01890, 0.35483, 1.95695]],
  "forces_ev_per_a": [[-0.8, -0.4, 0.0], [-2.2, -2.0, 0.5], [0.3, 1.7, 0.1], [0.2, 0.1, 1.3], [0.3, -2.1, -0.2], [1.2, 1.3, -0.3], [1.2, 2.8, -1.3], [-0.3, -0.7, 1.4], [0.2, -0.6, -1.5]],
  "mulliken_charge": [-0.128, -0.812, -0.084, 0.365, 0.135, -0.162, 0.331, 0.465, -0.110],
  "relative_energy_kj_mol": 64.6,
  "gap_ev": 7.8686,
  "lumo_energy_ha": -0.028,
  "energy_ha": -620.56040
}

No. 2
{
  "formula": "C5H9NO",
  "method": "the ωB97M-V functional and the def2-TZVPD basis",
  "elements": ["C", "C", "H", "H", "H", "H", "C", "C", "H", "H", "C", "H", "H", "H", "O", "N"],
  "xyz": [[-1.23754, 2.02452, 0.70393], [0.81225, -0.85199, 0.70904], [0.01555, -1.67999, -2.73979], [0.83264, -2.62318, -0.58115], [1.76105, -0.35419, 0.42302], [-1.19634, 2.52147, -0.26983], [-0.06346, 1.16649, 0.87553], [0.41439, -1.04423, -1.90540], [-1.21207, 2.75294, 1.50222], [-0.76331, -1.93004, -0.38260], [0.29695, -1.66877, -0.50914], [0.94711, 1.54813, 0.68185], [-2.12795, 1.39272, 0.77083], [0.91635, -1.28822, 1.68842], [0.90209, 0.02870, -2.16816], [-0.25545, -0.01921, 1.23062]],
  "forces_ev_per_a": [[-0.3, 0.7, 0.4], [0.2, -0.7, 1.0], [0.1, 0.1, 0.4], [0.0, 0.0, 0.0], [-0.5, 0.2, 0.2], [0.0, 0.1, 0.2], [-0.5, 0.9, 0.1], [0.2, 0.3, 0.3], [-0.4, 0.7, 0.1], [0.2, 0.0, 0.1], [0.2, -0.1, 0.4], [-0.2, 0.0, -0.5], [0.1, 0.3, 0.0], [1.4, -2.4, -0.4], [-0.2, -0.4, 0.3], [-0.1, 0.4, -2.6]],
  "mulliken_charge": [-1.016, -0.491, 0.350, 0.364, 0.368, 0.280, 0.120, 0.015, 0.300, 0.346, -0.686, 0.366, 0.286, 0.386, -0.465, -0.524],
  "relative_energy_kj_mol": 257.1,
  "smiles": "C/C=N/CCC=O",
  "gap_ev": 10.3527,
  "lumo_energy_ha": 0.039,
  "energy_ha": -325.83963
}

No. 3
{
  "formula": "C7H17NO",
  "method": "the ωB97M-V functional and the def2-TZVPD basis",
  "elements": ["C", "C", "C", "H", "H", "H", "H", "C", "H", "H", "H", "C", "H", "H", "H", "C", "H", "H", "C", "H", "O", "H", "N", "H", "H", "H"],
  "xyz": [[-0.44040, -0.50234, -0.18383], [0.57486, 1.62107, -1.18691], [0.17397, -1.34066, -1.26355], [1.57786, 1.20510, -1.11967], [-2.20287, 2.02901, -1.63912], [1.32055, 1.13727, 1.58003], [-0.19935, -2.36454, -1.25176], [-0.41011, 0.91809, -0.28304], [-1.76848, -1.99729, 0.26542], [0.10997, -0.46340, 3.00794], [1.83557, -0.78700, 3.15516], [-2.14395, 0.97021, -1.39443], [3.14043, -0.33845, 1.09435], [0.00698, -0.90175, -2.24454], [0.82462, -1.83323, 2.13776], [1.21505, 0.09275, 1.25659], [-2.97664, 0.66814, -0.76131], [-1.86392, -0.59981, 1.28854], [0.98859, -0.79848, 2.45006], [1.25469, -1.37198, -1.11296], [2.36648, -0.28653, 0.51427], [0.26366, 1.55477, -2.22958], [-1.37254, -1.13025, 0.58674], [-0.81326, 1.47564, 0.55243], [-2.08838, 0.36734, -2.29981], [0.62662, 2.67633, -0.91879]],
  "forces_ev_per_a": [[2.4, 0.0, 2.0], [0.1, 0.0, 0.2], [0.3, 0.1, 0.2], [0.1, 0.0, 0.2], [-0.2, 0.0, -0.1], [-0.4, 0.1, -0.4], [-0.1, 0.0, 0.0], [-4.3, 0.6, -3.2], [0.1, 0.1, 0.2], [0.0, -0.1, 0.0], [0.0, 0.0, -0.1], [1.7, 0.9, 1.2], [-0.1, 0.0, 0.0], [-0.2, 0.0, -0.1], [0.0, 0.0, 0.0], [0.1, -1.6, -0.3], [0.0, 0.0, 0.0], [-0.1, -0.1, -0.2], [0.0, 0.1, -0.1], [0.0, 0.0, 0.1], [0.3, -0.1, 0.1], [0.0, 0.0, 0.1], [0.0, 0.0, 0.1], [0.2, -0.1, 0.1], [0.2, -0.1, 0.1], [0.0, 0.0, -0.1]],
  "mulliken_charge": [0.931, -1.552, -1.554, 0.413, 0.410, 0.250, 0.524, -0.243, 0.174, 0.297, 0.471, -1.241, 0.285, 0.281, 0.270, 0.127, 0.376, 0.216, -1.337, 0.247, -0.522, 0.424, -0.330, 0.454, 0.324, 0.307],
  "relative_energy_kj_mol": 496.0,
  "gap_ev": [7.1727, 7.1722],
  "lumo_energy_ha": [0.032, 0.032],
  "energy_ha": -406.74143
}

No. 4
{
  "formula": "C17H15F5I2N5O7STi",
  "method": "the ωB97M-V functional and the def2-TZVPD basis",
  "elements": ["H", "H", "O", "N", "N", "O", "C", "N", "I", "F", "H", "C", "C", "F", "H", "S", "C", "C", "F", "H", "O", "C", "F", "C", "F", "O", "C", "Ti", "C", "C", "H", "O", "H", "H", "C", "H", "C", "O", "H", "H", "H", "C", "H", "C", "I", "H", "C", "C", "H", "O", "N", "N", "C"],
  "xyz": [[4.03189, -0.86598, 1.09736], [2.34000, -0.58712, 5.73460], [0.27074, 0.22863, 1.39512], [-2.08160, 2.85445, 1.01080], [0.00217, 3.22079, 1.83562], [5.96878, -1.80707, 5.34249], [2.68924, -0.63710, 4.71406], [-3.06051, 2.52895, 0.07431], [-3.05238, -0.99860, 1.44989], [-2.78784, 2.74050, -6.41963], [-0.36258, 3.22584, 2.77285], [1.87891, -0.30361, 3.64527], [-3.45621, 1.57033, -4.48840], [-0.17483, 2.41791, -5.72075], [5.50577, -1.48500, 3.02963], [-0.07123, 2.72569, -0.75679], [3.98340, -1.05396, 4.45965], [2.36803, -0.38645, 2.34703], [-4.09903, 0.41035, -2.54857], [1.61287, -0.99161, -2.80970], [-0.14178, -2.19599, -0.00087], [3.67102, -0.80920, 2.11488], [0.47474, 1.09523, -3.44866], [-3.12643, 0.89805, -3.32910], [-4.73534, 1.72190, -4.83340], [1.94111, -0.07350, 0.01470], [0.62971, -3.15002, -0.46442], [-0.01574, -0.32415, -0.64127], [-0.76410, 2.92304, 0.77393], [4.48963, -1.15041, 3.17586], [0.99788, 3.19974, 1.70451], [0.72167, -4.26424, -0.01404], [-4.77477, -2.95186, 0.91765], [0.85532, 0.00862, 3.79982], [-1.14083, 1.92601, -4.94520], [-5.18520, -1.51924, -0.06400], [-4.38975, -2.16593, 0.28182], [-1.50144, 0.07699, -1.81652], [-2.88694, 1.58959, -0.27421], [0.16818, -1.74994, -2.89872], [1.60405, -3.54742, -2.34980], [-2.46476, 2.08968, -5.30074], [-2.98323, 3.17035, -0.71035], [1.49763, -2.71973, -1.65025], [-3.51563, -3.08823, -1.41864], [2.48428, -2.47806, -1.25561], [-1.79706, 0.71990, -2.93471], [1.49037, -0.03947, 1.20935], [-2.43804, 2.99202, 1.94340], [4.37572, -1.32839, 6.70820], [0.92770, -1.50779, -2.26691], [4.84964, -1.40574, 5.59180], [-0.82316, 1.25127, -3.78336]],
  "forces_ev_per_a": [[0.0, 0.0, 0.0], [0.0, 0.0, 0.0], [0.1, -0.2, 0.0], [0.0, -0.1, 0.0], [0.1, 0.1, 0.0], [0.0, 0.2, 0.0], [0.0, 0.0, 0.2], [0.0, 0.1, -0.2], [0.0, 0.0, 0.0], [0.0, 0.0, 0.0], [0.0, 0.0, 0.0], [-0.1, 0.0, 0.0], [-0.1, 0.0, 0.0], [0.0, 0.0, 0.0], [0.0, 0.0, 0.0], [0.0, -0.2, 0.0], [-0.2, 0.2, -0.3], [0.2, 0.1, 0.2], [0.0, 0.1, 0.0], [0.0, -0.1, 0.0], [0.1, 0.3, -0.1], [0.0, 0.0, -0.1], [-0.1, 0.0, -0.1], [0.1, -0.1, 0.2], [0.0, 0.0, 0.0], [-0.2, -0.2, 0.2], [0.0, 0.1, 0.0], [-0.7, 0.1, -0.6], [0.0, 0.0, 0.0], [0.1, 0.0, 0.1], [0.0, 0.0, 0.0], [0.0, -0.1, 0.0], [0.0, 0.0, 0.0], [0.0, 0.0, 0.0], [0.1, 0.0, 0.0], [0.0, 0.0, 0.0], [0.1, 0.0, -0.1], [0.4, -0.2, 0.2], [0.0, 0.0, 0.0], [0.0, 0.0, 0.0], [0.0, 0.0, 0.0], [-0.1, 0.1, -0.1], [0.0, 0.0, 0.0], [0.0, 0.0, 0.0], [0.0, 0.0, 0.1], [0.0, 0.0, 0.0], [0.0, 0.0, 0.1], [0.0, 0.1, -0.1], [0.0, 0.0, 0.0], [0.0, 0.2, -0.1], [0.1, 0.2, 0.0], [0.1, -0.5, 0.3], [0.0, -0.1, 0.2]],
  "lowdin_spin": [0.000, 0.000, 0.004, 0.000, 0.000, 0.000, 0.000, 0.000, 0.005, 0.000, 0.000, 0.001, 0.000, 0.000, 0.000, 0.002, 0.000, 0.000, 0.000, 0.003, 0.015, 0.000, 0.006, -0.001, 0.000, 0.003, 0.003, 0.956, 0.000, 0.000, 0.000, -0.001, 0.000, 0.000, 0.000, 0.000, 0.000, -0.008, 0.000, 0.000, 0.000, -0.001, 0.000, 0.002, 0.000, 0.000, 0.000, 0.004, 0.000, 0.000, 0.004, 0.000, 0.000],
  "gap_ev": [7.4939, 7.7663],
  "spin_multiplicity": 2,
  "lumo_energy_ha": [-0.043, -0.043],
  "energy_ha": -3799.72221
}

No. 5
{
  "formula": "C3H3CsLiMgO3",
  "method": "the ωB97M-V functional and the def2-TZVPD basis",
  "elements": ["H", "C", "Cs", "Mg", "C", "H", "O", "O", "C", "H", "Li", "O"],
  "xyz": [[0.83679, -1.41789, -1.23018], [0.21151, -0.52293, -1.27861], [1.87184, -2.54482, 1.53194], [-1.65538, -1.29371, -0.17051], [-1.22695, 0.16376, 1.32035], [-1.70239, 1.15855, 1.29863], [-0.89817, -0.44032, -2.09706], [0.20302, 0.36913, 1.00641], [0.47363, 0.55959, -0.35174], [-1.22706, -0.16481, 2.37147], [2.07814, 2.45425, -1.78118], [1.03501, 1.67919, -0.61951]],
  "forces_ev_per_a": [[0.1, -0.2, 0.0], [-1.7, -0.5, 0.7], [-0.1, 0.2, -0.1], [0.8, 1.1, -1.8], [-0.3, -0.1, 0.7], [0.1, -0.3, -0.1], [0.4, -0.2, 1.1], [0.6, 0.2, -1.2], [1.5, 1.1, 0.5], [0.0, 0.1, -0.3], [-0.3, -0.1, 0.0], [-1.2, -1.4, 0.3]],
  "mulliken_charge": [0.149, -0.564, 0.976, 0.629, -0.700, 0.246, -0.739, -0.211, 0.958, 0.187, 0.903, -0.834],
  "total_charge": 1,
  "relative_energy_kj_mol": 94.3,
  "gap_ev": [4.5792, 4.6026],
  "lumo_energy_ha": [-0.135, -0.136],
  "energy_ha": -569.27985
}

No. 6
{
  "formula": "C5H6O2",
  "method": "the ωB97M-V functional and the def2-TZVPD basis",
  "elements": ["H", "O", "H", "O", "C", "H", "H", "C", "C", "H", "C", "H", "C"],
  "xyz": [[-0.54504, 1.09408, 1.55400], [0.35954, -1.98280, -0.88618], [3.40296, 1.25642, -0.33994], [-1.93109, -0.81701, -0.66847], [0.33225, -0.89395, -0.01703], [-2.24175, 1.21521, 0.93539], [0.32996, -1.21527, 1.03654], [-1.04207, -0.20556, -0.10821], [1.52589, -0.02951, -0.19089], [-0.85973, 1.87173, -0.01652], [-1.19185, 1.07889, 0.66223], [-0.55224, -2.04043, -1.22595], [2.52566, 0.64050, -0.27786]],
  "forces_ev_per_a": [[-0.2, 0.0, -0.4], [0.0, -0.1, 0.0], [-0.3, -0.3, 0.0], [0.5, 0.8, 0.2], [0.3, 0.2, -0.2], [0.2, 0.1, -0.1], [0.1, -0.2, 0.1], [0.0, -0.4, 0.4], [0.2, 0.4, 0.0], [-0.1, 0.1, 0.2], [-0.2, -0.2, -0.2], [0.1, -0.1, 0.0], [-0.6, -0.2, 0.1]],
  "mulliken_charge": [0.333, -0.571, 0.426, -0.600, -0.214, 0.359, 0.231, 0.775, -0.655, 0.285, -1.097, 0.396, 0.331],
  "relative_energy_kj_mol": 209.1,
  "smiles": "C#C[C@H](O)C(C)=O",
  "gap_ev": 10.6496,
  "lumo_energy_ha": 0.025,
  "energy_ha": -344.52228
}